DFT (ωB97M-V/def2-TZVPD) results for a cluster of 2 separate species, C9H13NO in total.

Its relative energy (zero: lowest compared OMol25 entry of this formula, charge and spin) is 0.0 kJ/mol. Its frontier orbital gap (alpha / beta) is 9.005 / 5.130 eV. The multiplicity is 2. The net charge is +1.

Positions of all 24 atoms, in Å:
C -0.953 -1.818 -0.780
C -0.477 -0.953 2.845
C -0.941 0.395 2.831
C -0.345 -1.621 1.667
C -0.783 -1.031 0.456
C -1.307 1.023 1.647
C -1.269 0.334 0.474
H -0.278 -1.506 3.755
H -1.029 0.924 3.765
H 0.029 -2.644 1.619
H -1.648 2.053 1.719
H -1.985 -2.157 -0.861
H -0.307 -2.698 -0.773
H -1.732 0.767 -0.393
H -0.704 -1.213 -1.645
C 1.821 0.808 -2.797
C 0.927 1.373 -1.733
O -0.258 1.567 -1.943
N 1.553 1.571 -0.542
H 1.297 0.751 -3.741
H 2.239 -0.167 -2.520
H 1.158 1.892 0.325
H 2.301 0.910 -0.382
H 2.691 1.443 -2.992


DFT (ωB97M-V/def2-TZVPD) results for a structure of composition C27H32N5O9SScSi.

Its relative energy (zero: lowest compared OMol25 entry of this formula, charge and spin) is 19.6 kJ/mol. Its frontier orbital gap is 7.068 eV.

Positions of all 76 atoms, in Å:
Sc 0.254 -0.343 0.591
C -0.468 -3.423 2.210
O 0.363 -2.293 1.981
C 1.751 -2.500 2.307
C 2.495 -2.944 1.073
O 2.058 -2.103 0.014
C 2.859 -2.229 -1.156
H -0.474 -3.666 3.274
H -0.125 -4.290 1.640
H -1.476 -3.156 1.901
H 1.839 -3.231 3.114
H 2.138 -1.542 2.647
H 2.286 -3.989 0.806
H 3.570 -2.830 1.240
H 3.861 -1.837 -0.970
H 2.373 -1.658 -1.942
H 2.925 -3.281 -1.453
N -2.831 0.706 -2.766
C -3.641 1.808 -2.407
C -4.905 1.975 -2.947
C -5.673 3.070 -2.574
C -5.196 3.970 -1.632
C -3.943 3.777 -1.066
C -3.153 2.715 -1.478
S -1.517 2.499 -0.880
N -1.405 0.802 -0.911
C -1.962 0.155 -1.852
C -1.618 -1.295 -1.994
C -2.032 -2.044 -3.084
C -1.657 -3.374 -3.177
C -0.878 -3.917 -2.176
C -0.489 -3.095 -1.133
N -0.842 -1.815 -1.032
H -3.239 0.093 -3.448
H -5.286 1.257 -3.665
H -6.651 3.209 -3.013
H -5.798 4.816 -1.331
H -3.567 4.461 -0.316
H -2.617 -1.611 -3.881
H -1.966 -3.968 -4.027
H -0.557 -4.949 -2.199
H 0.159 -3.462 -0.354
O 3.986 -0.114 1.560
C 3.058 0.411 0.975
O 1.829 0.441 1.440
C 3.261 1.074 -0.357
C 4.459 1.700 -0.610
C 4.668 2.296 -1.847
C 3.726 2.236 -2.846
C 2.537 1.572 -2.608
C 2.243 0.984 -1.351
O 1.149 0.355 -1.111
N 1.599 1.495 -3.746
O 0.608 0.796 -3.647
O 1.888 2.120 -4.749
N 5.937 2.989 -2.112
O 6.084 3.509 -3.200
O 6.758 3.016 -1.215
H 5.229 1.723 0.148
H 3.913 2.686 -3.809
C 0.586 1.248 4.408
Si -1.070 0.582 3.849
C -2.395 1.650 4.640
C -1.278 -1.136 4.591
C -1.212 0.587 2.014
H 0.650 1.305 5.498
H 0.741 2.255 4.010
H 1.413 0.634 4.044
H -2.310 1.645 5.731
H -3.396 1.295 4.378
H -2.313 2.686 4.301
H -1.480 -1.080 5.663
H -0.373 -1.731 4.455
H -2.112 -1.667 4.122
H -1.102 1.645 1.723
H -2.240 0.317 1.727


DFT (ωB97M-V/def2-TZVPD) results for an isolated molecule of C7H12.

Its relative energy (zero: lowest compared OMol25 entry of this formula, charge and spin) is 122.4 kJ/mol. Its frontier orbital gap is 10.892 eV. As for the SMILES: CC1CC2(CC2)C1.

Positions of all 19 atoms, in Å:
C -2.472 0.363 0.174
C -1.247 -0.531 0.005
C -0.225 -0.055 -1.071
C 0.858 -0.022 0.011
C 2.249 -0.587 -0.107
C 2.043 0.877 0.101
C -0.157 -0.361 1.107
H -3.137 0.321 -0.698
H -2.146 1.406 0.306
H -3.060 0.078 1.056
H -1.536 -1.584 -0.135
H -0.046 -0.753 -1.898
H -0.469 0.931 -1.491
H 2.588 -0.927 -1.083
H 2.629 -1.173 0.727
H 2.203 1.559 -0.728
H 2.251 1.312 1.073
H -0.369 0.470 1.795
H 0.067 -1.257 1.700


DFT (ωB97M-V/def2-TZVPD) results for an isolated molecule of C2H4N2S3.

Its relative energy (zero: lowest compared OMol25 entry of this formula, charge and spin) is 326.3 kJ/mol. Its frontier orbital gap (alpha / beta) is 7.276 / 7.015 eV.

Positions of all 11 atoms, in Å:
C 0.090 -0.758 0.124
C -0.395 0.595 -0.274
N -0.898 -1.715 -0.015
N -2.814 1.316 1.045
S -2.410 -1.740 0.325
S -3.603 0.134 0.440
S -1.232 1.663 1.008
H 0.817 -1.122 -0.690
H 0.555 -0.849 1.051
H 0.494 1.361 -0.441
H -0.889 0.718 -1.169


Number 1: F_max 0.027 hartree/bohr, molar mass 151.2 g mol⁻¹, calculated total energy -480.43660 Ha. Number 2: F_max 0.019 hartree/bohr, molar mass 675.7 g mol⁻¹, calculated total energy -3447.40920 Ha. Number 3: F_max 0.014 hartree/bohr, molar mass 96.2 g mol⁻¹, calculated total energy -273.86194 Ha. Number 4: F_max 0.105 hartree/bohr, molar mass 152.3 g mol⁻¹, calculated total energy -1382.54781 Ha.